Entry 1:
Here is an isolated molecule of C5H8O from the OMol25 dataset. Energies are from ωB97M-V/def2-TZVPD.

Computed properties:
- E_LUMO (eV) = 0.87
- HOMO level (eV) = -8.59
- 2S+1 = 1

Element x y z (Å)
C -0.554 -1.505 -0.355
C 0.052 -0.173 -0.011
C -0.779 0.996 0.371
C 0.141 0.356 1.383
C 1.464 1.253 -1.268
O 1.154 0.039 -0.928
H -1.498 -1.642 0.180
H -0.758 -1.529 -1.430
H 0.118 -2.336 -0.114
H -0.446 1.948 -0.032
H -1.851 0.845 0.438
H -0.285 -0.246 2.184
H 1.026 0.926 1.654
H 2.217 1.067 -2.072

Results of the Mulliken charge analysis, in e, for atoms 1 through 2: -1.38 1.18


Entry 2:
Here is a cluster of 2 separate species, C2H10NS2 in total from the OMol25 dataset. Energies are from ωB97M-V/def2-TZVPD.

Computed properties:
- E_LUMO (eV) = -3.60
- HOMO level (eV) = -12.78
- total charge = +1
- 2S+1 = 1

Element x y z (Å)
C -0.145 -1.293 2.225
N -1.106 -1.214 1.065
H 0.112 -2.334 2.393
H 0.679 -0.622 2.034
H -0.635 -0.972 3.145
H -1.685 -0.386 1.158
H -1.770 -1.977 1.065
H -0.544 -1.252 0.196
C 0.342 2.207 -2.172
S -0.051 0.436 -2.280
S 1.327 -0.238 -0.794
H 0.190 2.489 -1.137
H -0.392 2.720 -2.799
H 1.305 2.582 -2.516
H 2.371 -0.145 -1.583

Results of the Mulliken charge analysis, in e, for atoms 1 through 2: -0.74 -0.20


Entry 3:
Here is an isolated molecule of C3H9N3O2 from the OMol25 dataset. Energies are from ωB97M-V/def2-TZVPD.

Computed properties:
- E_LUMO (eV) = 0.67
- HOMO level (eV) = -8.98
- SMILES string = CONN(C)C(N)=O
- 2S+1 = 1

Element x y z (Å)
C -0.104 2.082 -0.144
O -1.319 1.236 -0.646
N -0.984 -0.082 -0.935
N -0.341 -0.677 0.140
C -1.256 -1.175 1.155
C 0.965 -1.143 0.125
N 1.765 -0.647 -0.878
O 1.374 -1.925 0.953
H -0.614 2.928 0.306
H 0.575 1.661 0.601
H 0.454 2.377 -1.043
H -0.393 -0.116 -1.768
H -1.847 -2.002 0.751
H -1.926 -0.360 1.453
H -0.671 -1.521 2.008
H 1.584 0.250 -1.302
H 2.738 -0.886 -0.775

Results of the Mulliken charge analysis, in e, for atoms 1 through 2: -0.64 -0.25


Entry 4:
Here is a structure of composition C28H24ClN2O2TeTi from the OMol25 dataset. Energies are from ωB97M-V/def2-TZVPD.

Computed properties:
- E_LUMO (eV) = -11.45
- HOMO level (eV) = -16.70
- total charge = +3
- 2S+1 = 1

Element x y z (Å)
Ti 0.516 0.683 0.025
O 6.664 -0.226 -4.750
C 5.349 -0.008 -4.662
O 4.678 0.187 -5.629
C 4.688 -0.032 -3.295
C 3.309 -0.231 -3.315
C 2.607 -0.205 -2.128
C 3.276 0.041 -0.934
C 4.643 0.245 -0.890
C 5.345 0.195 -2.088
N 2.436 0.093 0.227
C 2.781 -0.145 1.440
C 1.764 0.038 2.493
C 2.021 -0.148 3.824
C 0.986 0.075 4.743
C -0.256 0.466 4.286
C -0.450 0.632 2.920
N 0.536 0.430 2.040
H 7.069 -0.494 -3.916
H 2.827 -0.408 -4.267
H 1.541 -0.454 -2.138
H 5.159 0.489 0.030
H 6.411 0.381 -2.061
H 3.786 -0.477 1.693
H 3.005 -0.457 4.152
H 1.163 -0.059 5.803
H -1.077 0.644 4.967
H -1.414 0.927 2.521
Cl -3.596 2.056 -3.777
C -2.360 2.260 -2.636
C -2.693 2.624 -1.323
C -1.704 2.773 -0.379
C -0.341 2.631 -0.733
C 0.716 2.721 0.255
C -0.034 2.253 -2.062
C -1.033 2.066 -3.007
H -3.731 2.801 -1.070
H -1.967 3.081 0.627
H 0.467 3.183 1.204
H 1.703 3.000 -0.115
H 1.005 2.206 -2.380
H -0.790 1.813 -4.031
C -3.432 -0.435 -0.105
Te -1.507 -1.181 -0.669
C -1.675 -2.501 1.002
C -3.168 -2.554 1.230
C -3.702 -3.605 1.972
C -5.067 -3.662 2.196
C -5.904 -2.686 1.672
C -5.378 -1.649 0.919
C -4.004 -1.577 0.702
H -3.982 -0.223 -1.021
H -3.293 0.486 0.455
H -1.102 -2.093 1.834
H -1.244 -3.452 0.698
H -3.058 -4.384 2.360
H -5.482 -4.483 2.766
H -6.972 -2.743 1.834
H -6.039 -0.906 0.490

Results of the Mulliken charge analysis, in e, for atoms 1 through 2: 0.43 -0.43


Entry 5:
Here is a structure of composition C3Ag7O9 from the OMol25 dataset. Energies are from ωB97M-V/def2-TZVPD.

Computed properties:
- E_LUMO (eV) = -5.98
- HOMO level (eV) = -8.28
- total charge = +1
- 2S+1 = 1

Element x y z (Å)
Ag 0.035 5.245 0.452
Ag -1.842 1.398 -1.283
Ag -3.762 2.395 2.799
Ag 2.110 0.037 -0.754
Ag -2.736 -2.195 1.184
Ag 1.509 -3.991 2.039
Ag -1.486 -1.478 5.480
C 1.413 2.693 -3.413
O 0.937 1.685 -3.867
O 0.695 3.356 -2.684
O 2.530 3.000 -3.802
C 0.379 -3.964 -1.779
O 0.227 -4.987 -1.117
O 0.535 -4.024 -3.000
O 0.074 -2.857 -1.329
C -0.055 0.961 2.818
O 0.006 1.623 1.737
O -0.682 1.353 3.805
O 0.113 -0.249 2.715

Results of the Mulliken charge analysis, in e, for atoms 1 through 2: 0.73 0.40


Entry 6:
Here is a cluster of 2 separate species, C2H6N2O3 in total from the OMol25 dataset. Energies are from ωB97M-V/def2-TZVPD.

Computed properties:
- E_LUMO (eV) = 0.53
- HOMO level (eV) = -9.39
- SMILES string = C=[N+]([O-])O.[H]/N=C\O
- 2S+1 = 1

Element x y z (Å)
C -1.092 0.713 0.501
N -1.861 -0.276 0.696
O -2.234 -0.797 1.757
O -2.454 -0.643 -0.522
H -1.108 1.182 -0.424
H -0.549 1.090 1.408
H -2.719 -1.520 -0.344
H 1.495 -0.237 -1.885
N 1.668 0.633 -1.399
C 2.122 0.535 -0.244
O 2.447 -0.664 0.304
H 2.349 1.322 0.356
H 1.936 -1.339 -0.204

Results of the Mulliken charge analysis, in e, for atoms 1 through 2: -0.68 0.66


Entry 7:
Here is an isolated molecule of CH2N4O from the OMol25 dataset. Energies are from ωB97M-V/def2-TZVPD.

Computed properties:
- E_LUMO (eV) = 0.29
- HOMO level (eV) = -11.20
- SMILES string = Nc1nnon1
- 2S+1 = 1

Element x y z (Å)
N 1.435 0.209 -0.277
C 0.079 -0.151 -0.183
N -0.596 -0.513 0.977
N -1.819 -0.349 0.755
O -1.962 0.079 -0.543
N -0.760 0.179 -1.120
H 2.064 -0.499 0.095
H 1.528 1.002 0.336

Results of the Mulliken charge analysis, in e, for atoms 1 through 2: -0.52 0.42


Entry 8:
Here is a cluster of 2 separate species, C4H12N2O in total from the OMol25 dataset. Energies are from ωB97M-V/def2-TZVPD.

Computed properties:
- E_LUMO (eV) = 0.89
- HOMO level (eV) = -9.59
- SMILES string = C=NCC.NCO
- 2S+1 = 1

Element x y z (Å)
C 1.346 2.584 -2.496
N 1.513 2.238 -1.297
C 0.374 1.603 -0.625
C 0.714 1.286 0.818
H 0.404 2.432 -3.035
H 2.172 3.053 -3.025
H -0.498 2.262 -0.671
H 0.110 0.683 -1.154
H -0.141 0.860 1.343
H 1.538 0.577 0.877
H 1.016 2.197 1.337
N -0.204 -2.043 0.297
C -1.116 -2.269 1.373
O -1.994 -3.362 1.069
H 0.331 -2.886 0.124
H -0.726 -1.854 -0.553
H -0.541 -2.501 2.273
H -1.706 -1.363 1.535
H -2.593 -3.494 1.810

Results of the Mulliken charge analysis, in e, for atoms 1 through 2: -0.31 -0.42


Entry 9:
Here is a cluster of 2 separate species, C5H14NO in total from the OMol25 dataset. Energies are from ωB97M-V/def2-TZVPD.

Computed properties:
- E_LUMO (eV) = -3.30
- HOMO level (eV) = -14.05
- total charge = +1
- 2S+1 = 1

Element x y z (Å)
C -2.955 -2.165 0.663
C -1.511 -2.434 0.925
C -0.551 -1.665 -0.002
C -0.275 -0.261 0.415
C 0.475 0.559 -0.308
N 0.956 1.900 0.021
H -3.651 -2.876 1.110
H -3.179 -2.303 -0.408
H -3.367 -1.189 0.919
H -1.346 -3.508 0.896
H -1.277 -2.054 1.926
H -1.067 -1.580 -0.976
H 0.325 -2.247 -0.286
H -0.651 0.051 1.390
H 0.781 0.190 -1.280
H 1.216 1.919 1.006
H 0.268 2.657 -0.045
H 1.744 2.136 -0.600
H 3.859 2.841 -2.037
H 3.331 3.925 -1.191
O 3.148 3.015 -1.411

Results of the Mulliken charge analysis, in e, for atoms 1 through 2: -1.23 -0.40


Entry 10:
Here is a structure of composition C47H47BBiN6O4S5Sb from the OMol25 dataset. Energies are from ωB97M-V/def2-TZVPD.

Computed properties:
- E_LUMO (eV) = 2.77
- HOMO level (eV) = -0.35
- total charge = -2
- 2S+1 = 1

Element x y z (Å)
Bi -0.202 0.197 0.300
S -2.502 1.932 4.757
Sb -0.325 2.083 5.577
S 0.372 -0.277 2.695
S 1.103 1.531 3.333
S 0.065 0.292 6.994
C 3.782 6.585 -1.822
C 3.311 5.280 -1.246
C 2.237 4.647 -1.718
C 1.698 3.338 -1.149
C 1.225 2.522 -2.368
C 2.762 2.618 -0.292
C 2.757 1.296 0.034
O 1.948 0.304 -0.321
C 3.803 3.458 0.323
C 4.596 2.926 1.490
C 4.054 4.699 -0.129
H 3.207 6.845 -2.713
H 4.842 6.537 -2.093
H 3.666 7.394 -1.090
H 1.657 5.074 -2.539
H 0.231 2.847 -2.694
H 1.196 1.456 -2.158
H 1.923 2.674 -3.199
H 3.572 0.946 0.666
H 3.917 2.543 2.258
H 5.212 3.716 1.923
H 5.255 2.106 1.187
H 4.831 5.299 0.339
C -3.542 -10.252 0.786
C -2.777 -9.072 0.243
O -3.251 -8.233 -0.466
S -1.068 -9.064 0.808
C -0.616 -7.364 0.575
C -0.562 -6.807 -0.696
C -0.358 -5.444 -0.834
C -0.191 -4.629 0.290
C -0.171 -5.216 1.561
C -0.390 -6.578 1.703
C -0.102 -3.202 0.163
C -0.114 -1.991 0.097
H -4.269 -10.597 0.051
H -4.083 -9.916 1.672
H -2.870 -11.060 1.074
H -0.702 -7.435 -1.567
H -0.346 -4.989 -1.818
H -0.017 -4.584 2.428
H -0.401 -7.034 2.685
C -0.356 5.075 2.908
C -0.286 5.297 1.407
C -0.092 6.788 1.131
O 0.885 4.638 0.896
B 0.554 3.863 -0.179
O -0.807 3.812 -0.397
C -1.473 4.647 0.588
C -2.321 5.646 -0.190
C -2.383 3.779 1.440
H 0.593 5.388 3.345
H -0.507 4.024 3.157
H -1.165 5.663 3.351
H 0.778 7.127 1.697
H -0.966 7.369 1.440
H 0.110 6.967 0.070
H -1.712 6.257 -0.859
H -2.875 6.295 0.495
H -3.040 5.089 -0.796
H -1.861 2.903 1.839
H -3.235 3.438 0.842
H -2.774 4.334 2.292
N 4.185 -2.744 -9.480
C 3.496 -2.429 -8.620
C 2.610 -2.023 -7.554
C 1.406 -1.394 -7.856
C 0.550 -0.996 -6.847
C 0.893 -1.201 -5.517
C 2.089 -1.840 -5.212
C 2.938 -2.248 -6.223
N 0.064 -0.726 -4.486
C -0.856 0.315 -4.570
C -1.360 0.461 -3.320
N -0.787 -0.465 -2.465
C 0.051 -1.150 -3.183
H 1.149 -1.220 -8.892
H -0.396 -0.535 -7.096
H 2.369 -1.988 -4.176
H 3.877 -2.731 -5.982
H -1.047 0.852 -5.484
H -2.100 1.164 -2.964
H 0.642 -1.974 -2.800
C -5.026 0.465 -0.355
C -3.653 0.594 -0.210
N -2.844 -0.468 -0.202
C -3.360 -1.670 -0.394
C -4.714 -1.903 -0.575
C -5.560 -0.805 -0.518
C -5.190 -3.293 -0.724
C -4.674 -4.217 -1.533
C -3.734 -3.992 -2.661
C -2.940 -5.029 -3.136
C -2.127 -4.776 -4.226
N -2.114 -3.606 -4.859
C -2.926 -2.684 -4.339
N -3.714 -2.806 -3.275
H -5.662 1.339 -0.332
H -3.173 1.565 -0.098
H -2.653 -2.500 -0.377
H -6.630 -0.944 -0.623
H -5.982 -3.597 -0.045
H -4.987 -5.247 -1.401
H -2.945 -5.994 -2.644
H -1.464 -5.538 -4.623
H -2.951 -1.727 -4.851

Results of the Mulliken charge analysis, in e, for atoms 1 through 2: 1.90 -0.79


Entry 11:
Here is the ion C2H3NO4P with charge -1 from the OMol25 dataset. Energies are from ωB97M-V/def2-TZVPD.

Computed properties:
- expectation value of S² = 2.03
- E_LUMO (alpha / beta) (eV) = 4.04 / 3.60
- HOMO level (alpha / beta) (eV) = -0.97 / -5.63
- total charge = -1
- 2S+1 = 3

Element x y z (Å)
C 1.107 0.101 1.191
C -0.991 -0.946 1.062
N 0.225 -0.794 1.410
O 0.994 1.028 0.135
O -0.110 2.136 -1.724
O 0.257 -0.327 -1.887
O -1.541 0.526 -0.171
P -0.273 0.933 -0.892
H 1.795 0.364 1.986
H -1.310 -1.861 0.630
H -0.151 -1.161 -1.740

Results of the Mulliken charge analysis, in e, for atoms 1 through 2: 0.12 -0.25


Entry 12:
Here is a cluster of 8 separate species, C48H40F8 in total from the OMol25 dataset. Energies are from ωB97M-V/def2-TZVPD.

Computed properties:
- E_LUMO (eV) = 0.48
- HOMO level (eV) = -9.15
- SMILES string = Fc1ccccc1.Fc1ccccc1.Fc1ccccc1.Fc1ccccc1.Fc1ccccc1.Fc1ccccc1.Fc1ccccc1.Fc1ccccc1
- 2S+1 = 1

Element x y z (Å)
F 3.985 7.042 -2.771
C 3.522 6.266 -1.762
C 4.055 5.015 -1.582
C 3.629 4.272 -0.484
C 2.639 4.740 0.353
C 2.063 5.971 0.114
C 2.553 6.750 -0.913
H 4.802 4.568 -2.224
H 4.055 3.288 -0.328
H 2.310 4.100 1.159
H 1.209 6.282 0.698
H 2.124 7.723 -1.130
F -5.408 1.590 6.683
C -4.066 1.501 6.672
C -3.483 0.411 7.271
C -2.100 0.212 7.220
C -1.351 1.108 6.461
C -1.958 2.155 5.785
C -3.317 2.404 5.930
H -4.144 -0.263 7.811
H -1.748 -0.775 7.488
H -0.298 0.892 6.321
H -1.368 2.907 5.277
H -3.763 3.219 5.375
F -4.969 -4.268 2.348
C -4.764 -2.955 2.530
C -5.319 -2.297 3.605
C -5.225 -0.928 3.674
C -4.516 -0.222 2.714
C -3.977 -0.909 1.637
C -4.032 -2.282 1.568
H -5.856 -2.931 4.304
H -5.752 -0.363 4.425
H -4.412 0.854 2.748
H -3.572 -0.407 0.765
H -3.630 -2.849 0.737
F -1.284 4.906 -2.263
C -0.157 4.426 -2.805
C 0.660 5.219 -3.572
C 1.811 4.662 -4.102
C 2.170 3.347 -3.862
C 1.324 2.583 -3.065
C 0.163 3.106 -2.531
H 0.317 6.191 -3.907
H 2.329 5.181 -4.903
H 3.069 2.950 -4.307
H 1.501 1.533 -2.842
H -0.453 2.442 -1.940
F -2.246 -6.356 3.503
C -1.231 -6.076 2.659
C -0.756 -4.790 2.577
C 0.192 -4.458 1.617
C 0.779 -5.473 0.888
C 0.344 -6.784 1.031
C -0.687 -7.098 1.903
H -1.166 -4.082 3.292
H 0.633 -3.476 1.534
H 1.553 -5.256 0.162
H 0.720 -7.577 0.397
H -0.990 -8.125 2.057
F 0.623 1.214 4.019
C 0.477 0.614 2.830
C 1.279 1.046 1.789
C 1.302 0.371 0.592
C 0.449 -0.713 0.396
C -0.475 -1.047 1.369
C -0.466 -0.378 2.603
H 1.989 1.852 1.950
H 1.855 0.784 -0.241
H 0.521 -1.195 -0.572
H -1.271 -1.763 1.219
H -1.130 -0.766 3.367
F 2.014 -2.129 -2.335
C 2.866 -1.251 -2.907
C 2.903 -1.149 -4.279
C 3.765 -0.217 -4.853
C 4.564 0.581 -4.047
C 4.423 0.514 -2.659
C 3.596 -0.426 -2.063
H 2.221 -1.787 -4.831
H 3.871 -0.197 -5.931
H 5.068 1.465 -4.421
H 5.010 1.209 -2.067
H 3.529 -0.577 -0.995
F 0.531 -4.534 -3.096
C -0.117 -3.798 -4.034
C -0.532 -2.525 -3.653
C -0.973 -1.654 -4.640
C -0.921 -2.031 -5.973
C -0.464 -3.287 -6.344
C -0.070 -4.188 -5.345
H -0.381 -2.192 -2.639
H -1.333 -0.667 -4.376
H -1.190 -1.334 -6.759
H -0.429 -3.546 -7.392
H 0.382 -5.114 -5.684

Results of the Mulliken charge analysis, in e, for atoms 1 through 2: -0.38 0.23


Entry 13:
Here is an isolated molecule of C4H7NO from the OMol25 dataset. Energies are from ωB97M-V/def2-TZVPD.

Computed properties:
- E_LUMO (eV) = 1.04
- HOMO level (eV) = -9.31
- SMILES string = CC1=NCCO1
- 2S+1 = 1

Element x y z (Å)
C 2.141 -0.244 0.066
C 0.673 0.014 -0.035
N 0.109 1.151 -0.019
C -1.326 0.905 -0.152
C -1.454 -0.631 -0.277
O -0.100 -1.097 -0.157
H 2.518 0.115 1.026
H 2.660 0.299 -0.728
H 2.343 -1.313 -0.026
H -1.855 1.303 0.721
H -1.711 1.430 -1.033
H -1.839 -0.963 -1.246
H -2.045 -1.091 0.520

Results of the Mulliken charge analysis, in e, for atoms 1 through 2: -0.89 0.72